[1]
Molecular formula: C50H112N6O10
Method: DFT, wB97M-V/def2-TZVPD

## Properties
total charge = 0
DFT total energy = -83070.95474 eV
highest occupied orbital energy = -7.94 eV
gap between HOMO and LUMO = 8.46 eV

CARTESIAN COORDINATES (ANGSTROEM)
C (2.882, -4.680, 5.984)
C (3.826, -3.482, 6.001)
C (3.029, -2.217, 6.413)
C (4.955, -3.658, 7.052)
C (6.247, -2.867, 6.770)
C (6.678, -2.897, 5.323)
C (5.530, -2.560, 4.341)
C (5.192, -1.057, 4.374)
C (6.009, -2.926, 2.920)
N (4.415, -3.443, 4.631)
O (3.390, -3.367, 3.674)
H (3.300, -5.583, 5.545)
H (2.570, -4.863, 7.020)
H (1.902, -4.500, 5.536)
H (2.356, -1.926, 5.597)
H (2.393, -2.442, 7.268)
H (3.639, -1.333, 6.592)
H (4.654, -3.365, 8.059)
H (5.124, -4.734, 7.148)
H (6.261, -1.856, 7.200)
H (7.176, -3.197, 7.255)
H (6.963, -3.954, 5.245)
H (7.542, -2.348, 4.948)
H (5.560, -0.466, 5.213)
H (4.105, -0.923, 4.400)
H (5.496, -0.576, 3.442)
H (5.220, -2.576, 2.247)
H (6.002, -4.001, 2.745)
H (6.933, -2.439, 2.611)
H (3.081, -2.441, 3.690)
C (-5.676, 6.010, -4.719)
C (-7.050, 5.419, -4.401)
C (-7.934, 6.490, -3.827)
C (-7.736, 5.035, -5.735)
C (-7.261, 3.742, -6.430)
C (-7.460, 2.634, -5.432)
C (-6.873, 2.864, -4.014)
C (-7.612, 1.954, -3.035)
C (-5.377, 2.441, -4.083)
N (-6.984, 4.246, -3.514)
O (-6.295, 4.470, -2.313)
H (-5.802, 6.554, -5.654)
H (-5.318, 6.660, -3.916)
H (-4.852, 5.301, -4.804)
H (-7.825, 7.464, -4.302)
H (-8.971, 6.150, -3.854)
H (-7.733, 6.659, -2.763)
H (-8.821, 5.021, -5.626)
H (-7.544, 5.796, -6.496)
H (-7.932, 3.615, -7.283)
H (-6.262, 3.789, -6.871)
H (-7.159, 1.680, -5.873)
H (-8.548, 2.517, -5.356)
H (-7.224, 2.080, -2.029)
H (-7.491, 0.928, -3.402)
H (-8.694, 2.056, -3.137)
H (-4.982, 2.163, -3.103)
H (-4.759, 3.295, -4.369)
H (-5.119, 1.662, -4.802)
H (-7.017, 4.523, -1.677)
C (-0.013, -3.792, 3.233)
C (-1.496, -4.053, 2.833)
C (-2.351, -2.836, 3.307)
C (-1.415, -4.189, 1.328)
C (-2.676, -4.775, 0.701)
C (-2.996, -6.064, 1.467)
C (-3.119, -5.984, 3.011)
C (-4.490, -5.360, 3.445)
C (-3.077, -7.404, 3.577)
N (-1.903, -5.302, 3.458)
O (-1.798, -5.203, 4.876)
H (0.054, -3.639, 4.309)
H (0.472, -2.936, 2.760)
H (0.539, -4.658, 2.862)
H (-2.522, -2.178, 2.449)
H (-1.832, -2.163, 3.994)
H (-3.274, -3.145, 3.787)
H (-1.220, -3.195, 0.934)
H (-0.685, -4.959, 1.069)
H (-2.485, -5.045, -0.342)
H (-3.567, -4.149, 0.601)
H (-2.233, -6.810, 1.238)
H (-3.980, -6.373, 1.099)
H (-5.267, -6.121, 3.371)
H (-4.464, -5.049, 4.491)
H (-4.769, -4.489, 2.853)
H (-3.987, -7.904, 3.245)
H (-2.154, -7.929, 3.346)
H (-3.216, -7.272, 4.654)
H (-1.238, -5.964, 5.071)
C (8.142, 1.307, 1.140)
C (7.658, 1.891, -0.192)
C (8.540, 1.465, -1.401)
C (6.257, 1.249, -0.448)
C (5.435, 1.954, -1.501)
C (5.259, 3.440, -1.137)
C (6.599, 4.104, -0.915)
C (7.147, 4.405, -2.356)
C (6.470, 5.531, -0.329)
N (7.517, 3.339, -0.094)
O (8.696, 3.995, 0.276)
H (7.797, 0.273, 1.190)
H (9.236, 1.311, 1.113)
H (7.781, 1.798, 2.042)
H (9.437, 2.082, -1.283)
H (8.928, 0.465, -1.184)
H (8.076, 1.518, -2.377)
H (6.418, 0.194, -0.682)
H (5.655, 1.229, 0.470)
H (5.939, 1.771, -2.452)
H (4.446, 1.491, -1.534)
H (4.603, 3.490, -0.261)
H (4.638, 3.837, -1.941)
H (8.242, 4.488, -2.304)
H (6.901, 5.349, -2.846)
H (7.010, 3.618, -3.103)
H (5.744, 6.148, -0.856)
H (7.404, 6.065, -0.511)
H (6.307, 5.411, 0.743)
H (8.816, 3.760, 1.205)
C (2.232, -1.833, 0.666)
O (1.098, -0.987, 0.768)
C (1.098, -0.125, 1.891)
C (1.951, 1.108, 1.673)
N (1.341, 2.084, 0.773)
C (0.014, 2.568, 1.078)
C (-0.664, 3.388, -0.037)
O (-1.158, 2.505, -1.012)
C (-2.321, 3.011, -1.643)
H (3.091, -1.473, 1.235)
H (2.529, -1.996, -0.371)
H (2.047, -2.865, 0.987)
H (1.380, -0.584, 2.853)
H (0.031, 0.021, 2.070)
H (2.849, 0.796, 1.137)
H (2.198, 1.526, 2.652)
H (1.501, 1.900, -0.204)
H (0.161, 3.350, 1.835)
H (-0.699, 1.786, 1.348)
H (0.101, 4.119, -0.344)
H (-1.437, 4.030, 0.398)
H (-3.161, 2.779, -0.986)
H (-2.465, 2.704, -2.684)
H (-2.316, 4.087, -1.873)
C (-0.756, -2.206, -1.495)
O (-1.843, -2.262, -2.368)
C (-2.467, -1.034, -2.659)
C (-1.724, -0.184, -3.669)
N (-1.629, -0.888, -4.975)
C (-1.087, -0.069, -6.066)
C (-1.940, 1.214, -6.376)
O (-1.614, 2.169, -5.369)
C (-0.440, 2.916, -5.663)
H (-0.868, -1.592, -0.597)
H (0.175, -1.893, -1.984)
H (-0.492, -3.200, -1.127)
H (-2.636, -0.306, -1.852)
H (-3.439, -1.355, -3.041)
H (-0.774, 0.123, -3.229)
H (-2.401, 0.672, -3.771)
H (-2.624, -0.882, -5.210)
H (-1.097, -0.691, -6.964)
H (-0.054, 0.153, -5.794)
H (-2.974, 0.918, -6.183)
H (-1.881, 1.628, -7.386)
H (-0.152, 3.426, -4.746)
H (-0.741, 3.614, -6.451)
H (0.364, 2.242, -5.975)
O (-5.390, -1.511, -1.016)
C (-4.617, -1.507, 0.192)
C (-4.722, -0.104, 0.773)
O (-6.030, 0.078, 1.323)
H (-5.491, -2.417, -1.319)
H (-5.070, -2.261, 0.839)
H (-3.604, -1.727, -0.166)
H (-4.740, 0.573, -0.088)
H (-3.985, 0.132, 1.533)
H (-6.717, -0.242, 0.734)

Atoms 1-6, force components in eV/Å:
-0.9 0.0 1.2
0.1 0.8 -0.1
-0.3 0.0 -1.0
0.7 -0.5 -0.1
1.5 1.2 0.4
-1.2 -1.0 -0.8



[2]
Molecular formula: C50H113N11O9
Method: DFT, wB97M-V/def2-TZVPD

## Properties
ΔE to the lowest compared entry with this formula, charge and spin = 0.0 kJ/mol
total charge = 0
DFT total energy = -88498.89227 eV
highest occupied orbital energy = -8.64 eV
gap between HOMO and LUMO = 8.97 eV

CARTESIAN COORDINATES (ANGSTROEM)
C (1.893, 3.523, -0.817)
C (0.924, 4.698, -1.026)
C (0.621, 5.304, 0.307)
C (1.608, 5.742, -1.941)
C (1.659, 5.351, -3.404)
C (0.270, 4.880, -3.902)
C (-0.343, 3.845, -3.029)
C (-1.859, 3.673, -3.372)
C (0.246, 2.438, -3.212)
N (-0.426, 4.352, -1.627)
O (-1.012, 3.276, -0.789)
H (2.491, 3.338, -1.698)
H (2.490, 3.732, 0.054)
H (1.327, 2.664, -0.471)
H (1.505, 5.729, 0.800)
H (-0.106, 6.120, 0.229)
H (0.342, 4.607, 1.106)
H (1.063, 6.677, -1.969)
H (2.631, 5.956, -1.604)
H (1.933, 6.239, -3.994)
H (2.397, 4.564, -3.597)
H (0.370, 4.558, -4.922)
H (-0.370, 5.785, -3.861)
H (-2.361, 3.240, -2.548)
H (-2.091, 2.932, -4.157)
H (-2.232, 4.605, -3.730)
H (1.284, 2.182, -2.956)
H (0.053, 2.124, -4.229)
H (-0.405, 1.751, -2.693)
H (-0.626, 2.416, -0.928)
C (0.891, -4.772, -4.129)
C (0.674, -3.311, -3.911)
C (1.274, -2.970, -2.567)
C (1.337, -2.606, -5.050)
C (0.989, -1.137, -5.186)
C (-0.541, -0.964, -5.216)
C (-1.238, -1.624, -4.108)
C (-1.147, -0.866, -2.789)
C (-2.703, -1.687, -4.552)
N (-0.763, -3.021, -4.132)
O (-1.497, -3.764, -3.117)
H (1.879, -4.903, -4.537)
H (0.724, -5.424, -3.261)
H (0.173, -5.084, -4.876)
H (0.746, -3.555, -1.829)
H (2.349, -3.180, -2.709)
H (1.213, -1.908, -2.324)
H (2.428, -2.681, -4.908)
H (1.053, -3.079, -5.980)
H (1.381, -0.590, -4.308)
H (1.448, -0.741, -6.118)
H (-0.783, -1.432, -6.160)
H (-0.685, 0.136, -5.183)
H (-0.136, -0.716, -2.407)
H (-1.654, -1.347, -1.955)
H (-1.533, 0.150, -2.887)
H (-3.377, -2.056, -3.784)
H (-2.755, -2.271, -5.436)
H (-3.146, -0.719, -4.723)
H (-2.173, -4.185, -3.662)
C (-2.950, -1.593, 4.847)
C (-1.691, -1.577, 5.670)
C (-2.144, -2.266, 6.963)
C (-0.589, -2.349, 4.971)
C (0.765, -2.096, 5.636)
C (1.057, -0.599, 5.790)
C (-0.040, 0.176, 6.456)
C (-0.066, -0.091, 8.016)
C (0.192, 1.685, 6.274)
N (-1.312, -0.107, 5.639)
O (-2.409, 0.509, 6.327)
H (-2.743, -1.173, 3.841)
H (-3.282, -2.632, 4.703)
H (-3.778, -1.062, 5.315)
H (-2.985, -1.711, 7.372)
H (-2.555, -3.178, 6.554)
H (-1.447, -2.430, 7.770)
H (-0.742, -3.440, 5.022)
H (-0.458, -2.005, 3.928)
H (0.785, -2.620, 6.590)
H (1.391, -2.519, 4.880)
H (1.123, -0.152, 4.795)
H (1.978, -0.445, 6.339)
H (-0.104, -1.138, 8.284)
H (-0.909, 0.359, 8.506)
H (0.853, 0.328, 8.459)
H (1.050, 2.042, 6.847)
H (-0.726, 2.219, 6.448)
H (0.410, 1.901, 5.230)
H (-2.534, 1.367, 5.852)
C (-6.045, 0.449, -2.461)
C (-5.763, -0.277, -1.176)
C (-6.513, -1.592, -1.242)
C (-4.293, -0.477, -0.960)
C (-3.881, -0.859, 0.451)
C (-4.475, 0.117, 1.453)
C (-5.943, 0.217, 1.356)
C (-6.747, -0.997, 1.831)
C (-6.401, 1.367, 2.261)
N (-6.089, 0.724, -0.077)
O (-7.563, 1.060, -0.196)
H (-5.503, 0.035, -3.314)
H (-7.115, 0.547, -2.642)
H (-5.699, 1.464, -2.416)
H (-6.236, -2.337, -0.506)
H (-7.568, -1.357, -1.189)
H (-6.331, -2.131, -2.189)
H (-3.951, -1.249, -1.675)
H (-3.781, 0.455, -1.200)
H (-4.213, -1.871, 0.638)
H (-2.766, -0.830, 0.448)
H (-4.078, 1.128, 1.373)
H (-4.238, -0.256, 2.462)
H (-6.434, -2.002, 1.586)
H (-7.791, -0.893, 1.571)
H (-6.797, -0.970, 2.915)
H (-5.975, 2.275, 1.803)
H (-6.034, 1.243, 3.268)
H (-7.470, 1.437, 2.334)
H (-7.503, 1.965, -0.464)
C (3.601, 0.301, -0.980)
C (4.691, 0.230, -2.046)
C (4.258, -0.718, -3.189)
C (4.930, 1.617, -2.621)
C (6.180, 1.867, -3.474)
C (7.369, 1.331, -2.631)
C (7.196, -0.021, -1.999)
C (7.575, -1.102, -3.022)
C (8.157, -0.179, -0.820)
N (5.882, -0.090, -1.333)
O (5.830, -1.428, -0.748)
H (3.902, 0.900, -0.144)
H (2.727, 0.778, -1.367)
H (3.266, -0.687, -0.654)
H (3.255, -0.396, -3.471)
H (4.913, -0.489, -4.032)
H (4.084, -1.764, -2.959)
H (4.032, 1.988, -3.127)
H (5.071, 2.238, -1.737)
H (6.169, 1.215, -4.362)
H (6.488, 2.863, -3.763)
H (7.455, 2.083, -1.839)
H (8.326, 1.360, -3.178)
H (7.497, -2.102, -2.675)
H (8.617, -0.940, -3.280)
H (7.081, -0.962, -3.986)
H (8.495, -1.186, -0.620)
H (7.785, 0.152, 0.166)
H (9.070, 0.410, -0.900)
H (5.618, -1.965, -1.529)
N (4.531, -1.188, 4.251)
C (4.253, -1.256, 2.882)
N (5.382, -1.206, 2.114)
O (3.130, -1.427, 2.406)
H (5.454, -1.515, 4.510)
H (3.805, -1.633, 4.799)
H (6.118, -0.706, 2.563)
H (5.409, -1.169, 1.092)
N (-2.389, 3.294, 2.346)
C (-2.246, 2.326, 3.340)
N (-1.575, 1.180, 2.995)
O (-2.674, 2.535, 4.477)
H (-2.000, 3.331, 1.427)
H (-2.960, 4.073, 2.612)
H (-1.421, 0.983, 2.008)
H (-1.388, 0.494, 3.759)
N (1.412, 0.782, 1.399)
C (0.349, 0.093, 0.734)
N (0.390, -1.281, 0.699)
O (-0.549, 0.740, 0.246)
H (2.093, 0.221, 1.851)
H (1.202, 1.663, 1.814)
H (1.210, -1.827, 0.978)
H (-0.263, -1.796, 0.130)
C (-1.911, -4.494, 2.062)
C (-2.090, -4.597, 0.567)
O (-1.550, -3.482, -0.107)
H (-1.889, -3.450, 2.392)
H (-0.883, -4.887, 2.225)
H (-2.565, -5.065, 2.724)
H (-3.166, -4.733, 0.326)
H (-1.667, -5.549, 0.166)
H (-1.722, -3.542, -1.057)

Atoms 1-6, force components in eV/Å:
-1.0 0.2 0.2
0.0 0.0 -0.4
0.2 0.9 1.6
-0.2 -0.1 -0.3
-0.3 -0.5 -0.6
0.9 1.9 0.7